# 1
Computed, not measured: C5H9NO2 in the gas phase, with ωB97M-V/def2-TZVPD.

Results
HOMO energy: -9.58 eV
SMILES: C1=N\OCOCCC/1
ΔE to the lowest compared entry with this formula, charge and spin: 145.18 kcal/mol

XYZ file:
```
17
Properties=species:S:1:pos:R:3:nbo_charge:R:1
C 1.52 -1.36 0.00 -0.40
C 0.07 -0.94 0.00 -0.08
C -1.90 -0.21 0.23 0.20
C 1.02 1.33 0.14 0.05
C 2.03 0.14 -0.08 -0.47
H 1.86 -1.84 0.91 0.21
H 1.85 -1.93 -0.87 0.21
H 0.06 -0.37 0.93 0.15
H 0.08 -0.29 -0.86 0.17
H -1.91 -0.02 1.31 0.15
H -2.91 -0.22 -0.18 0.20
H 1.58 2.23 0.42 0.21
H 2.44 0.34 -1.07 0.24
H 2.85 0.32 0.62 0.23
N -0.22 1.70 0.10 -0.13
O -1.26 -1.45 -0.05 -0.52
O -1.33 0.97 -0.42 -0.42
```



# 2
Computed, not measured: a molecular structure, C26H35BCl2F4N6OSSbSn, with ωB97M-V/def2-TZVPD.

Results
HOMO energy: -9.60 eV
Net charge: +1
ΔE to the lowest compared entry with this formula, charge and spin: 73.23 kcal/mol

XYZ file:
```
78
Properties=species:S:1:pos:R:3:lowdin_charge:R:1
Sn -0.03 -0.43 0.92 1.31
C -1.10 1.83 -1.96 -0.03
C -2.30 1.24 -1.28 -0.33
C -3.55 1.24 -1.89 -0.03
C -4.66 0.83 -1.16 -0.05
C -4.48 0.46 0.16 -0.14
C -3.20 0.44 0.69 -0.49
N -2.13 0.79 -0.03 -0.03
Sb -3.16 0.04 2.85 1.45
C -2.00 1.85 3.12 -0.44
C -2.43 2.91 3.91 -0.11
C -1.63 4.04 4.00 -0.05
C -0.43 4.07 3.30 -0.02
C -0.07 2.97 2.54 -0.32
C 1.21 2.95 1.74 -0.04
N -0.85 1.89 2.45 0.01
C -1.50 -1.18 3.59 -0.49
C -1.88 -2.06 4.58 -0.13
C -0.89 -2.72 5.31 -0.03
C 0.43 -2.42 5.06 0.00
C 0.75 -1.52 4.05 -0.30
C 2.18 -1.17 3.78 -0.01
N -0.21 -0.95 3.31 -0.05
H -1.20 1.79 -3.05 0.07
H -0.19 1.33 -1.64 0.02
H -1.03 2.88 -1.67 0.10
H -3.66 1.59 -2.91 0.11
H -5.64 0.83 -1.61 0.11
H -5.32 0.17 0.77 0.09
H -3.36 2.84 4.46 0.09
H -1.93 4.89 4.61 0.11
H 0.21 4.94 3.34 0.11
H 1.84 3.81 1.97 0.08
H 0.96 2.96 0.67 0.08
H 1.75 2.02 1.93 0.05
H -2.93 -2.24 4.78 0.09
H -1.16 -3.45 6.06 0.12
H 1.23 -2.88 5.63 0.13
H 2.66 -1.98 3.24 0.08
H 2.72 -1.04 4.72 0.09
H 2.25 -0.26 3.19 0.06
Cl -3.04 -2.54 1.22 0.46
C -1.41 -2.34 0.47 -0.70
Cl 1.03 -2.32 -1.98 0.46
H -1.60 -2.45 -0.60 -0.04
H -0.85 -3.21 0.79 -0.01
C 0.00 0.30 -6.11 -0.01
N -0.62 -0.86 -5.52 -0.14
C -1.76 -1.53 -6.15 -0.07
C -2.06 -2.71 -5.20 -0.08
N -1.05 -2.52 -4.16 0.05
C -0.27 -1.48 -4.41 -0.63
S 1.00 -0.91 -3.38 0.70
H 0.34 0.07 -7.12 0.11
H 0.86 0.59 -5.50 0.07
H -0.70 1.13 -6.16 0.10
H -1.49 -1.86 -7.16 0.13
H -2.60 -0.84 -6.24 0.13
H -1.94 -3.68 -5.69 0.13
H -3.06 -2.65 -4.77 0.13
H -0.88 -3.17 -3.40 0.11
F 3.09 -3.91 1.74 0.16
B 2.60 -3.23 0.65 -1.29
F 1.62 -2.24 1.14 -0.10
F 1.89 -4.06 -0.24 0.05
F 3.58 -2.51 -0.03 0.11
C 5.26 2.19 -0.97 -0.04
N 4.18 1.30 -0.57 -0.17
C 4.39 0.53 0.65 -0.02
C 3.07 1.18 -1.28 -0.33
O 2.11 0.47 -0.99 -0.20
H 6.16 1.61 -1.19 0.10
H 5.49 2.88 -0.16 0.09
H 4.97 2.75 -1.85 0.09
H 5.36 0.03 0.60 0.10
H 3.62 -0.24 0.72 0.07
H 4.36 1.17 1.53 0.09
H 3.06 1.78 -2.20 0.14
```



# 3
Computed, not measured: 3 unconnected molecules or ions with the total composition C3H14N2O at a distorted geometry, with ωB97M-V/def2-TZVPD.

Results
HOMO energy: -20.33 eV
Net charge: +2
ΔE to the lowest compared entry with this formula, charge and spin: 48.52 kcal/mol

XYZ file:
```
20
Properties=species:S:1:pos:R:3:nbo_charge:R:1
C -0.43 -0.41 -1.26 -0.23
C 0.63 -1.35 -0.52 -0.49
C 0.96 -0.39 0.59 -0.05
N 2.82 -0.39 1.39 -0.80
N -1.60 -0.11 -0.36 -0.74
H -0.16 0.52 -1.77 0.26
H -0.98 -1.02 -1.97 0.26
H 0.12 -2.22 -0.12 0.26
H 1.36 -1.64 -1.29 0.31
H 0.55 -0.37 1.59 0.24
H 1.25 0.62 0.30 0.22
H 2.91 0.56 1.77 0.42
H 3.62 -0.50 0.77 0.44
H 2.86 -1.07 2.14 0.43
H -2.47 -0.59 -0.59 0.45
H -1.46 -0.26 0.66 0.42
H -1.88 0.99 -0.32 0.47
H -3.46 2.31 -0.48 0.53
H -2.17 3.07 -0.08 0.53
O -2.50 2.24 -0.46 -0.93
```



# 4
Computed, not measured: a gas-phase ion, C4H6NO3 (charge -1) at a distorted geometry, with ωB97M-V/def2-TZVPD.

Results
HOMO energy: -4.29 eV
SMILES: NC(=O)CCC(=O)[O-]
Net charge: -1
ΔE to the lowest compared entry with this formula, charge and spin: 10.33 kcal/mol

XYZ file:
```
14
Properties=species:S:1:pos:R:3:nbo_charge:R:1
O 0.02 1.27 -2.25 -0.79
C 0.59 0.27 -1.77 0.75
O 0.84 -0.84 -2.30 -0.78
C 0.94 0.37 -0.25 -0.51
C -0.29 0.81 0.56 -0.49
C -0.56 -0.19 1.67 0.69
N -1.26 -1.32 1.36 -0.84
O -0.04 -0.14 2.79 -0.67
H 1.30 -0.64 0.06 0.21
H 1.72 1.10 -0.01 0.20
H -1.12 0.71 -0.15 0.23
H -0.27 1.83 0.99 0.22
H -1.54 -1.44 0.40 0.39
H -1.47 -2.06 2.01 0.39
```



# 5
Computed, not measured: 10 unconnected molecules or ions with the total composition C40H64O26 at a distorted geometry, with ωB97M-V/def2-TZVPD.

Results
HOMO energy: -9.25 eV
SMILES: C[C@H]1COC(=O)O1.C[C@H]1COC(=O)O1.C[C@H]1COC(=O)O1.C[C@H]1COC(=O)O1.C[C@H]1COC(=O)O1.C[C@H]1COC(=O)O1.C[C@H]1COC(=O)O1.C[C@H]1COC(=O)O1.C1CCOC1.C1CCOC1
ΔE to the lowest compared entry with this formula, charge and spin: 71.34 kcal/mol

XYZ file:
```
130
Properties=species:S:1:pos:R:3:lowdin_charge:R:1
C -0.78 -2.40 0.57 -0.15
C 0.49 -1.94 1.24 -0.17
C 0.96 -0.80 0.37 -0.16
O -0.19 -0.48 -0.41 -0.15
C -1.36 -1.08 0.07 -0.20
H -1.51 -2.87 1.23 0.12
H -0.55 -2.99 -0.31 0.11
H 1.29 -2.68 1.31 0.12
H 0.25 -1.62 2.25 0.10
H 1.87 -1.00 -0.20 0.10
H 1.09 0.07 1.02 0.10
H -2.12 -1.15 -0.71 0.11
H -1.88 -0.46 0.80 0.10
C 0.06 -3.85 4.20 -0.15
C 0.07 -4.86 3.04 -0.17
C 1.35 -5.71 3.19 -0.16
O 1.95 -5.08 4.35 -0.16
C 1.54 -3.74 4.49 -0.22
H -0.61 -4.26 4.96 0.11
H -0.45 -2.95 3.86 0.09
H 0.18 -4.47 2.02 0.07
H -0.81 -5.50 3.07 0.11
H 2.01 -5.77 2.33 0.11
H 1.20 -6.76 3.46 0.12
H 2.10 -3.14 3.77 0.11
H 1.78 -3.34 5.48 0.12
C -2.61 -5.24 -2.85 0.00
C -2.11 -4.80 -1.51 -0.41
C -2.94 -5.03 -0.31 -0.14
O -2.19 -5.74 0.65 0.07
C -1.01 -6.11 0.02 -0.43
O -0.07 -6.72 0.51 0.12
O -0.96 -5.49 -1.22 0.08
H -3.41 -4.65 -3.30 0.08
H -2.91 -6.28 -2.92 0.10
H -1.73 -5.05 -3.47 0.09
H -1.94 -3.72 -1.60 0.13
H -3.94 -5.40 -0.51 0.14
H -3.23 -4.01 -0.03 0.11
C 3.73 2.56 6.88 -0.02
C 2.71 2.60 5.77 -0.34
C 3.10 3.45 4.59 -0.06
O 3.23 2.47 3.57 0.09
C 2.72 1.34 3.86 -0.54
O 2.55 0.36 3.13 0.12
O 2.40 1.32 5.23 0.06
H 3.40 2.06 7.79 0.09
H 3.98 3.59 7.16 0.09
H 4.67 2.08 6.61 0.10
H 1.76 2.97 6.15 0.15
H 4.02 4.03 4.51 0.15
H 2.32 4.19 4.40 0.14
C -1.96 2.14 5.26 -0.01
C -0.93 2.20 4.13 -0.30
C -1.14 1.17 3.02 -0.06
O -1.33 1.96 1.88 0.11
C -1.34 3.21 2.09 -0.59
O -1.59 4.05 1.25 0.14
O -1.16 3.40 3.43 0.08
H -1.85 2.96 5.97 0.08
H -1.74 1.30 5.92 0.09
H -2.98 2.17 4.88 0.10
H 0.09 2.22 4.51 0.13
H -1.91 0.45 3.28 0.15
H -0.13 0.77 2.97 0.12
C 2.39 0.65 -5.01 -0.01
C 2.05 -0.82 -4.66 -0.29
C 1.20 -1.03 -3.32 -0.06
O 0.22 -1.96 -3.78 0.06
C 0.27 -2.10 -5.12 -0.52
O -0.33 -2.94 -5.77 0.12
O 1.18 -1.25 -5.65 0.08
H 2.89 1.18 -4.20 0.07
H 1.63 1.35 -5.35 0.09
H 3.21 0.65 -5.73 0.08
H 2.95 -1.44 -4.60 0.15
H 0.75 -0.07 -3.07 0.09
H 1.94 -1.27 -2.55 0.12
C 0.55 6.50 -0.86 0.01
C 1.55 5.32 -0.67 -0.27
C 1.55 4.58 0.65 -0.11
O 1.36 3.28 0.20 0.05
C 1.01 3.16 -1.07 -0.55
O 0.76 2.09 -1.57 0.15
O 1.01 4.38 -1.58 0.09
H -0.47 6.11 -0.87 0.09
H 0.77 6.91 -1.85 0.08
H 0.71 7.36 -0.21 0.08
H 2.60 5.48 -0.94 0.15
H 0.73 4.86 1.32 0.12
H 2.50 4.73 1.17 0.13
C 4.71 0.04 -0.17 -0.01
C 4.49 1.49 0.14 -0.34
C 5.70 2.30 0.69 -0.07
O 5.99 3.26 -0.33 0.08
C 5.04 3.19 -1.31 -0.50
O 4.97 3.91 -2.30 0.12
O 4.28 2.11 -1.07 0.07
H 4.58 -0.55 0.73 0.09
H 5.67 -0.27 -0.58 0.10
H 3.93 -0.23 -0.88 0.07
H 3.63 1.72 0.77 0.13
H 6.46 1.57 0.96 0.13
H 5.37 2.71 1.64 0.11
C -4.18 -1.21 -5.64 0.01
C -4.84 -0.71 -4.31 -0.28
C -6.20 -1.44 -4.20 -0.09
O -6.17 -2.03 -2.90 0.07
C -4.90 -1.90 -2.39 -0.53
O -4.48 -2.29 -1.30 0.12
O -4.13 -1.30 -3.25 0.07
H -4.49 -0.52 -6.42 0.09
H -4.40 -2.27 -5.74 0.09
H -3.09 -1.15 -5.71 0.08
H -4.99 0.37 -4.25 0.15
H -6.35 -2.19 -4.98 0.13
H -6.89 -0.60 -4.28 0.13
C -3.36 1.86 -1.18 -0.01
C -2.58 2.50 -2.32 -0.23
C -1.94 1.31 -3.18 -0.05
O -2.28 1.76 -4.49 0.09
C -3.14 2.73 -4.46 -0.63
O -3.54 3.28 -5.48 0.11
O -3.51 3.13 -3.25 0.10
H -3.97 2.60 -0.64 0.09
H -2.73 1.33 -0.47 0.07
H -4.10 1.17 -1.59 0.08
H -1.79 3.17 -1.98 0.14
H -2.35 0.33 -2.94 0.11
H -0.87 1.20 -3.00 0.10
```



# 6
Computed, not measured: a gas-phase ion, C3H7N2O (charge +1) at a distorted geometry, with ωB97M-V/def2-TZVPD.

Results
HOMO energy: -15.33 eV
SMILES: CC(=[NH2+])NC=O
Net charge: +1
ΔE to the lowest compared entry with this formula, charge and spin: 27.93 kcal/mol

XYZ file:
```
13
Properties=species:S:1:pos:R:3:nbo_charge:R:1
C 0.67 1.59 1.31 0.51
C 0.02 -0.31 -0.26 0.61
C -1.18 -1.13 -0.63 -0.69
N -0.25 0.67 0.72 -0.59
N 1.12 -0.43 -0.88 -0.67
O 0.25 2.65 1.75 -0.43
H 1.68 1.41 1.32 0.15
H -2.02 -0.48 -0.36 0.25
H -1.19 -1.43 -1.65 0.27
H -1.13 -2.18 -0.15 0.30
H -1.17 0.77 0.91 0.43
H 1.15 -1.03 -1.62 0.43
H 2.04 -0.11 -0.47 0.44
```



# 7
Computed, not measured: 11 unconnected molecules or ions with the total composition C33H88O11 at a distorted geometry, with ωB97M-V/def2-TZVPD.

Results
2S+1: 2
HOMO energy (spin up / spin down): -11.46 / -11.46 eV
Expectation value of S²: 0.7544
Net charge: +1
ΔE to the lowest compared entry with this formula, charge and spin: 0.85 kcal/mol

XYZ file:
```
132
Properties=species:S:1:pos:R:3:mulliken_spin:R:1
C 1.54 -1.07 4.00 0.00
C 0.29 -1.69 4.57 0.00
C 0.13 -1.23 6.00 0.00
O -0.71 -1.17 3.78 0.00
H 1.68 -1.30 2.94 0.00
H 2.38 -1.43 4.60 0.00
H 1.55 0.02 4.00 0.00
H 0.47 -2.76 4.45 0.00
H -0.71 -1.69 6.52 0.00
H -0.12 -0.17 6.03 0.00
H 1.02 -1.38 6.61 0.00
H -0.56 -0.22 3.74 0.00
C 4.62 -3.52 2.31 0.00
C 3.31 -4.22 1.89 0.00
C 2.88 -4.08 0.42 0.00
O 3.54 -5.62 2.11 0.00
H 4.88 -3.72 3.35 0.00
H 4.59 -2.46 2.05 0.00
H 5.47 -3.90 1.75 0.00
H 2.50 -3.90 2.54 0.00
H 2.62 -3.04 0.22 0.00
H 1.97 -4.64 0.17 0.00
H 3.63 -4.50 -0.25 0.00
H 3.70 -5.78 3.04 0.00
C -1.29 -0.40 -1.39 -0.01
C -0.63 0.70 -0.47 0.00
C 0.26 0.03 0.54 0.00
O 0.14 1.51 -1.31 0.00
H -1.88 -1.13 -0.84 0.01
H -0.52 -0.95 -1.92 0.00
H -1.86 0.05 -2.21 0.00
H -1.35 1.36 -0.01 0.00
H 0.80 -0.86 0.23 0.00
H -0.49 -0.24 1.29 0.00
H 0.89 0.77 1.04 0.00
H 0.76 2.05 -0.81 0.00
C -3.90 3.07 -0.01 0.00
C -5.04 2.57 -0.87 0.00
C -4.55 1.39 -1.77 0.00
O -6.09 2.09 -0.04 0.00
H -3.10 3.49 -0.63 0.00
H -3.48 2.25 0.58 0.00
H -4.36 3.73 0.72 0.00
H -5.48 3.36 -1.48 0.00
H -5.38 0.88 -2.27 0.00
H -4.04 0.64 -1.17 0.00
H -3.82 1.73 -2.50 0.00
H -6.80 1.91 -0.66 0.00
C 3.10 2.56 5.05 0.00
C 3.22 2.85 3.62 0.00
C 4.06 1.65 2.95 0.00
O 1.97 2.90 2.99 0.00
H 2.61 1.62 5.31 0.00
H 2.65 3.41 5.55 0.00
H 4.10 2.52 5.48 0.00
H 3.80 3.74 3.40 0.00
H 3.48 0.73 3.08 0.00
H 4.98 1.44 3.49 0.00
H 4.17 1.74 1.87 0.00
H 2.15 2.91 2.05 0.00
C -2.60 1.66 4.45 0.00
C -1.37 2.58 4.20 0.00
C -0.82 3.22 5.48 0.00
O -0.45 1.71 3.61 0.00
H -2.93 1.27 3.49 0.00
H -3.42 2.24 4.86 0.00
H -2.37 0.84 5.12 0.00
H -1.47 3.38 3.47 0.00
H -0.48 2.51 6.24 0.00
H -1.47 4.01 5.85 0.00
H 0.09 3.81 5.35 0.00
H 0.30 2.27 3.37 0.00
C -1.80 3.56 -3.57 0.00
C -1.17 2.50 -4.44 0.00
C -1.36 2.69 -5.98 0.00
O 0.19 2.60 -4.09 0.00
H -2.88 3.56 -3.69 0.00
H -1.48 4.57 -3.84 0.00
H -1.61 3.40 -2.51 0.00
H -1.59 1.57 -4.07 0.00
H -0.54 2.19 -6.51 0.00
H -1.24 3.75 -6.22 0.00
H -2.29 2.27 -6.36 0.00
H 0.30 2.34 -3.17 0.00
C 1.49 5.25 -1.59 0.00
C 1.61 4.62 -0.14 0.00
C 0.21 4.58 0.53 0.00
O 2.12 3.29 -0.19 0.00
H 1.20 6.30 -1.65 0.00
H 0.84 4.65 -2.21 0.00
H 2.46 5.18 -2.09 0.00
H 2.32 5.15 0.49 0.00
H -0.09 5.59 0.82 0.00
H 0.11 3.90 1.37 0.00
H -0.52 4.23 -0.19 0.00
H 2.99 3.35 -0.59 0.00
C -1.98 -4.39 -3.30 0.00
C -0.51 -4.41 -3.87 0.00
C 0.58 -4.03 -2.92 0.00
O -0.10 -5.65 -4.33 0.00
H -2.06 -5.17 -2.54 0.00
H -2.73 -4.58 -4.08 0.00
H -2.18 -3.43 -2.84 0.00
H -0.53 -3.72 -4.72 0.00
H 0.37 -3.03 -2.55 0.00
H 1.54 -4.03 -3.43 0.00
H 0.62 -4.71 -2.06 0.00
H 0.65 -5.55 -4.92 0.00
C 2.29 -2.51 -6.23 0.00
C 1.12 -1.54 -6.44 0.00
C 0.67 -0.69 -5.20 0.00
O 1.54 -0.57 -7.38 0.00
H 2.60 -3.10 -7.10 0.00
H 2.03 -3.19 -5.42 0.00
H 3.16 -2.04 -5.76 0.00
H 0.27 -2.09 -6.85 0.00
H 0.59 -1.41 -4.38 0.00
H -0.24 -0.11 -5.40 0.00
H 1.38 0.11 -5.02 0.00
H 0.74 -0.10 -7.63 0.00
C -0.61 -3.43 0.67 0.18
C -1.99 -3.44 1.32 0.06
C -2.96 -4.49 0.77 0.01
O -1.98 -3.57 2.67 0.59
H -0.67 -3.15 -0.38 -0.01
H -0.22 -4.43 0.84 0.01
H 0.17 -2.90 1.22 0.02
H -2.47 -2.49 1.09 0.12
H -3.95 -4.51 1.22 0.01
H -2.66 -5.53 0.92 0.01
H -3.07 -4.40 -0.31 0.00
H -1.42 -2.88 3.05 -0.01
```